(1)
C15H19N2OS2 | ωB97M-V with the def2-TZVPD basis set

The geometry in XYZ format:
```
39
Properties=species:S:1:pos:R:3:forces:R:3:nbo_charge:R:1
C -3.328 4.848 0.224 0.1608 -0.7874 0.3095 -0.253
O -3.430 3.403 0.196 0.4905 0.2912 0.4429 -0.496
C -2.418 2.702 0.794 0.6684 0.0619 -0.2459 0.308
C -2.279 1.353 0.382 -0.1862 0.5111 0.1463 -0.240
C -1.232 0.587 0.869 -0.0012 0.5918 -0.2104 -0.213
C -0.243 1.174 1.676 -1.1173 0.8419 -0.1111 0.098
N 0.872 0.387 1.975 2.3419 -1.5693 0.4514 -0.382
C 1.062 -0.861 1.412 0.2734 -0.2008 1.9603 0.094
N 2.117 -1.396 2.114 -0.0017 1.4428 -0.1523 -0.377
C 2.541 -2.790 2.125 0.1877 -0.2804 -0.2911 -0.398
C 2.697 -0.428 2.954 -0.8797 -0.1772 -0.0981 -0.080
C 1.918 0.669 2.881 -0.8528 -0.4152 -0.4758 -0.060
C -0.407 2.486 2.162 -0.4555 -0.7242 -0.6457 -0.157
C -1.484 3.257 1.712 -0.6273 -0.0310 -0.3584 -0.296
H -4.265 5.190 -0.201 0.0719 0.1538 0.0361 0.211
H -3.214 5.199 1.265 -0.1866 0.0421 -0.5486 0.180
H -2.472 5.162 -0.393 -0.2580 0.0027 0.2568 0.186
H -2.983 0.933 -0.356 0.2814 0.3262 0.6159 0.232
H -1.149 -0.464 0.591 -0.0839 0.3987 0.1456 0.221
H 2.094 -3.314 1.269 0.1264 0.2328 0.2606 0.214
H 3.640 -2.858 2.053 -0.4708 0.0643 0.0115 0.216
H 2.217 -3.304 3.048 0.0820 0.3811 -0.3945 0.221
H 3.558 -0.597 3.576 0.0313 -0.1655 -0.0455 0.238
H 1.959 1.588 3.420 0.1623 0.2846 0.1463 0.232
H 0.258 2.906 2.904 0.1669 0.0185 -0.1814 0.214
H -1.591 4.305 2.065 0.1350 -1.0077 -0.2819 0.233
C 0.578 -2.941 -4.057 0.1100 -0.2403 -0.0450 -0.437
C 1.133 -1.529 -3.974 0.5060 -0.3831 -0.2903 -0.523
S 1.811 -1.077 -2.332 -0.9697 1.2731 -0.3374 0.499
C 0.596 -1.560 -1.275 0.8800 -0.5416 -0.7341 -0.441
S -0.154 -3.060 -1.344 -1.5121 0.6726 0.0900 0.488
C -0.591 -3.206 -3.118 0.3112 -0.4709 -0.2667 -0.521
H 0.244 -3.126 -5.092 0.1118 0.0664 0.3229 0.251
H 1.381 -3.654 -3.831 -0.1710 0.0767 -0.1887 0.229
H 2.002 -1.427 -4.643 -0.3961 0.0550 0.1560 0.260
H 0.385 -0.769 -4.234 0.3122 -0.1233 0.1628 0.246
H 0.545 -1.009 -0.296 0.4957 -0.8483 0.1418 0.301
H -1.437 -2.528 -3.301 0.2367 -0.2686 0.1942 0.245
H -0.931 -4.249 -3.224 0.0265 0.4458 0.0520 0.261
```
Positions in Å, forces in eV/Å.

Output
**Multiplicity**: 1
**Maximum force**: 2.85 eV/Å
**Calculated total energy**: -42551.9869 eV
**Frontier orbital gap**: 5.15 eV
**E_HOMO**: -10.43 eV
**Total charge**: +1
**Energy relative to the best compared isomer or geometry (same formula, charge and spin)**: 18.6 kcal/mol



(2)
C15H19N3O3 | ωB97M-V with the def2-TZVPD basis set

The geometry in XYZ format:
```
40
Properties=species:S:1:pos:R:3:forces:R:3:nbo_charge:R:1
C -3.506 3.569 -1.956 -0.1515 0.0266 -0.0830 -0.676
C -3.942 2.426 -1.087 0.0559 -0.0779 -0.0325 0.320
N -5.102 1.946 -1.223 -0.0766 0.0320 0.0796 -0.589
C -2.907 1.933 -0.090 0.1554 0.1439 -0.0301 -0.512
C -1.742 1.260 -0.746 0.0363 -0.3215 0.0824 -0.066
C -0.467 1.182 -0.346 -0.0194 0.3430 -0.2771 -0.034
C 0.195 1.592 0.927 -0.1824 -0.2343 -0.0845 -0.454
C -0.422 0.875 2.148 0.2345 0.0759 -0.0343 -0.403
C 0.299 -0.434 2.495 -0.2267 -0.2329 0.1541 -0.223
N -0.430 -1.605 1.990 0.1883 0.0606 -0.1022 -0.862
C 0.302 0.706 -1.535 -0.3235 0.3578 -0.2190 0.771
O 1.433 0.943 -1.825 0.1414 -0.4893 0.2425 -0.524
O -0.581 0.108 -2.414 0.0565 0.1680 -0.0663 -0.504
C -1.863 0.380 -1.949 0.1549 -0.4995 0.4894 0.759
O -2.819 -0.184 -2.366 -0.0636 0.3349 -0.2989 -0.496
H -3.250 4.443 -1.354 0.0764 -0.0031 0.0393 0.219
H -4.315 3.832 -2.630 -0.0293 0.0118 -0.0493 0.244
H -2.629 3.303 -2.551 0.0771 -0.0102 0.0365 0.220
H -5.252 1.163 -0.587 -0.0082 -0.0166 -0.0001 0.332
H -3.367 1.301 0.672 -0.0409 -0.1124 -0.0715 0.242
H -2.496 2.813 0.414 -0.0642 -0.0401 0.1983 0.232
H 0.161 2.674 1.055 -0.0286 0.0551 -0.0855 0.233
H 1.239 1.291 0.843 0.1571 0.2968 0.0231 0.234
H -0.422 1.554 3.001 0.0888 0.0185 0.0115 0.208
H -1.456 0.607 1.941 -0.1112 0.0996 0.0789 0.216
H 1.310 -0.436 2.082 0.0421 0.0865 -0.0162 0.185
H 0.419 -0.501 3.578 -0.0138 0.0178 0.0471 0.184
H -0.768 -2.178 2.749 -0.0527 -0.0307 -0.0193 0.359
H 0.177 -2.181 1.422 0.0183 -0.1367 -0.0861 0.385
N 2.274 -3.028 0.080 -0.0865 0.0836 0.0960 -0.442
C 2.739 -2.245 -0.892 -0.0724 -0.0006 -0.0129 0.036
C 4.085 -2.136 -1.209 0.0242 -0.0142 -0.0007 -0.255
C 4.997 -2.881 -0.480 -0.0073 0.0071 -0.0049 -0.166
C 4.527 -3.701 0.534 -0.0008 -0.0042 0.0000 -0.261
C 3.162 -3.739 0.774 0.0151 0.0088 -0.0103 0.032
H 1.999 -1.677 -1.445 0.0479 -0.0095 -0.0059 0.200
H 4.403 -1.483 -2.010 -0.0161 0.0114 0.0036 0.227
H 6.056 -2.824 -0.697 0.0014 -0.0009 0.0009 0.218
H 5.201 -4.301 1.130 -0.0046 -0.0053 0.0004 0.220
H 2.759 -4.370 1.558 0.0089 0.0001 0.0067 0.192
```
Positions in Å, forces in eV/Å.

Output
**Multiplicity**: 1
**Maximum force**: 0.72 eV/Å
**Calculated total energy**: -26475.5620 eV
**Frontier orbital gap**: 8.91 eV
**E_HOMO**: -9.39 eV
**Energy relative to the best compared isomer or geometry (same formula, charge and spin)**: 47.5 kcal/mol
**SMILES**: [H]/N=C(/C)CC1=C(CCCN)C(=O)OC1=O.c1ccncc1



(3)
C15H19N3O5 | ωB97M-V with the def2-TZVPD basis set

The geometry in XYZ format:
```
42
Properties=species:S:1:pos:R:3:forces:R:3:nbo_charge:R:1
C -7.721 -2.411 0.578 -0.0708 -0.0072 -0.0321 -0.245
H -7.738 -2.698 -0.480 -0.0123 -0.0059 0.0335 0.166
O -6.440 -1.993 0.974 0.2954 0.0982 0.0702 -0.536
C -5.978 -0.874 0.260 0.1125 0.1086 -0.0081 -0.059
C -4.567 -0.549 0.755 -0.2604 -0.4332 0.0421 -0.245
N -4.070 0.680 0.185 -0.4313 0.0707 0.1968 -0.597
C -3.040 0.724 -0.679 -0.1220 0.4329 -0.1429 0.687
O -2.423 -0.261 -1.039 0.1468 -0.3436 -0.1876 -0.651
C -2.654 2.117 -1.146 0.1530 -0.0315 0.1286 -0.590
H -3.405 2.865 -0.899 0.1285 0.0091 0.0092 0.235
H -2.503 2.092 -2.226 -0.0934 -0.0552 0.0271 0.252
C -1.330 2.520 -0.484 -0.2320 0.0587 -0.0726 0.678
O -1.204 3.517 0.179 -0.0087 0.1999 0.0713 -0.569
N -0.345 1.616 -0.749 -0.0742 -0.8982 -0.5984 -0.462
N 0.894 1.766 -0.260 0.6091 0.4057 0.4332 -0.198
C 1.745 0.837 -0.425 -0.8703 -0.1859 -0.3816 0.045
C 3.099 0.968 0.076 0.7007 0.1222 0.2989 -0.102
C 4.022 -0.052 -0.139 -0.0998 0.1923 0.0612 -0.175
C 5.321 0.069 0.339 -0.0878 0.2791 0.1141 -0.105
C 5.700 1.214 1.039 0.0326 -0.2732 -0.1270 -0.164
C 4.783 2.229 1.254 -0.0265 0.0095 -0.0051 -0.220
C 3.492 2.112 0.778 -0.0260 -0.1821 -0.0982 -0.144
H 2.762 2.890 0.935 -0.0500 0.1083 0.0385 0.239
H 5.080 3.114 1.797 0.0177 0.0696 0.0402 0.219
H 6.713 1.284 1.402 0.0701 0.0059 0.0250 0.235
C 6.337 -0.991 0.129 0.3746 -0.0456 0.0999 0.769
O 7.470 -0.932 0.542 -0.1574 0.0351 -0.0357 -0.597
O 5.853 -2.025 -0.576 -0.3460 0.1450 -0.0378 -0.513
C 6.732 -3.107 -0.846 0.4304 -0.2265 0.0278 -0.270
H 6.305 -4.013 -0.413 0.0084 0.0658 -0.0407 0.189
H 6.817 -3.218 -1.928 -0.0298 0.0068 0.0725 0.189
H 7.713 -2.908 -0.410 -0.1338 -0.1018 -0.0982 0.218
H 3.734 -0.942 -0.679 -0.0443 -0.0692 -0.0502 0.228
H 1.490 -0.094 -0.946 -0.0247 0.0660 0.0018 0.160
H -0.609 0.735 -1.206 0.0010 0.3442 0.2203 0.403
H -4.526 1.536 0.459 0.1675 0.0003 -0.1128 0.401
H -4.585 -0.479 1.846 0.0369 -0.0290 -0.0749 0.205
H -3.883 -1.348 0.462 -0.0707 0.0988 0.1102 0.240
H -6.646 -0.012 0.432 0.0576 -0.0715 -0.0496 0.153
H -5.962 -1.082 -0.821 0.0097 0.0632 0.0852 0.168
H -7.968 -3.274 1.192 -0.0891 0.0018 -0.0534 0.197
H -8.465 -1.622 0.741 0.0088 -0.0382 -0.0008 0.164
```
Positions in Å, forces in eV/Å.

Output
**Multiplicity**: 1
**Maximum force**: 1.08 eV/Å
**Calculated total energy**: -30570.8643 eV
**Frontier orbital gap**: 8.73 eV
**E_HOMO**: -8.55 eV
**Energy relative to the best compared isomer or geometry (same formula, charge and spin)**: 48.0 kcal/mol
**SMILES**: COCCNC(=O)CC(=O)N/N=C/c1cccc(C(=O)OC)c1